C42H56FN4O2SSi2W | wB97M-V/def2-TZVPD

Geometry as XYZ:
```
109
Properties=species:S:1:pos:R:3:forces:R:3:lowdin_charge:R:1
W 0.735312 -1.090153 -0.977511 -1.05 -0.65 1.03 1.333
C -1.480099 1.725564 -4.517600 1.23 -0.61 -0.14 -0.039
C -1.983861 0.853510 -3.308958 -2.29 0.40 -2.21 -0.345
C -1.577382 -0.596505 -3.420035 0.65 -0.96 0.87 -0.059
C -1.683762 1.585645 -2.099201 1.43 -1.18 2.61 -0.115
C -1.637709 3.084236 -2.038393 -1.03 1.47 -1.84 -0.184
C -2.660717 4.818585 -0.369251 0.89 -0.67 1.26 -0.022
C -2.403565 4.377990 0.903793 -1.15 0.40 -0.01 -0.017
C -2.441749 3.001322 1.447736 -2.19 -0.40 -1.48 -0.170
C -2.145043 2.872302 2.902498 -0.12 -0.11 0.71 -0.383
C -2.517436 1.513408 3.534675 1.02 -0.34 0.37 -0.067
C -0.752223 3.411432 3.198662 0.69 0.11 1.35 -0.063
C -0.976464 1.083400 -1.010524 -1.85 2.46 -1.68 -0.202
N -0.879819 -0.150597 -0.410030 0.03 -1.61 0.67 -0.124
C -1.904596 -1.071087 0.008728 -0.44 1.09 0.44 -0.240
C -2.988167 -1.443544 -0.777666 -1.01 -0.36 0.38 -0.008
C -3.877380 -2.475303 -0.368246 0.15 0.90 -0.80 -0.057
C -3.817213 -2.977607 0.906338 0.76 -0.93 0.65 -0.079
C -2.780381 -2.567828 1.767180 -0.14 0.39 -0.21 -0.008
C -1.919137 -1.572619 1.315971 0.88 0.04 1.42 -0.179
F -1.066628 -0.971519 2.280937 -0.68 -1.28 -1.54 -0.015
H -1.527720 1.125454 -5.440842 -0.19 0.33 0.25 0.084
H -0.395793 2.053130 -4.416446 -1.16 -0.49 0.13 0.109
H -2.064673 2.637962 -4.619512 -0.09 -0.24 -0.22 0.071
H -3.089181 0.809432 -3.458491 0.29 0.34 0.00 0.151
H -0.804043 -0.883332 -2.649672 -0.98 0.14 -0.94 0.022
H -1.134900 -0.810811 -4.370341 0.38 0.02 -0.62 0.071
H -2.414085 -1.314372 -3.334994 0.51 0.46 0.20 0.093
H -1.618824 3.547527 -3.030212 0.79 -0.50 0.12 0.120
H -2.458369 5.857480 -0.653084 -0.47 -0.19 0.52 0.116
H -2.230016 5.108433 1.716716 0.11 -0.07 -0.89 0.112
H -2.867184 3.552438 3.413850 0.42 0.01 -0.54 0.154
H -1.728640 0.763035 3.328049 -0.46 0.37 0.21 0.060
H -3.456601 1.102654 3.159785 0.05 0.23 -0.05 0.077
H -2.632536 1.605245 4.636565 0.27 0.08 -0.61 0.087
H 0.076988 3.071751 2.549396 -0.71 -0.08 0.12 0.072
H -0.475644 3.151293 4.247924 -0.09 0.31 -0.55 0.079
H -0.804659 4.508942 3.136284 0.34 -0.34 0.08 0.074
H -3.285970 -0.775457 -1.582422 0.44 -0.59 -0.31 0.107
H -4.604892 -2.893864 -1.076811 0.11 0.63 0.39 0.118
H -4.533802 -3.739054 1.241196 0.44 0.31 -0.18 0.118
H -2.659656 -3.022379 2.759470 -0.15 0.55 -0.38 0.115
C 3.577018 1.464646 -3.339803 0.16 0.51 -0.53 -0.151
Si 3.076784 -0.253780 -2.810787 -1.11 1.94 0.21 0.431
C 1.757810 -0.935160 -3.942853 -0.10 -1.11 0.67 -0.159
C 4.418049 -1.487500 -2.657194 0.97 -0.45 0.25 -0.158
N 2.121495 0.208993 -1.328588 0.26 -1.96 -0.85 -0.270
C 2.710880 1.042100 -0.419568 1.37 2.36 1.43 -0.323
C 4.086522 0.953071 -0.039622 -1.36 -0.11 -0.24 -0.041
C 4.675052 2.042157 0.586046 0.48 0.22 -0.21 -0.098
C 4.013656 3.264593 0.735704 1.14 -0.29 -0.40 -0.094
C 2.676072 3.376837 0.414102 -1.18 -0.48 0.86 -0.003
C 1.983532 2.208962 0.049377 1.95 -0.46 1.05 -0.180
O 0.673292 2.065026 0.494577 1.32 -0.22 -0.03 0.029
C -0.216069 2.237776 -0.470156 -1.46 2.17 -2.95 -0.248
C -3.053057 1.922220 0.820996 3.43 1.11 1.87 -0.067
C -3.976468 2.016244 -0.204640 -2.08 -0.33 -2.08 -0.102
C -4.027085 2.926188 -1.184399 -1.07 -0.05 -0.33 -0.048
C -2.967959 3.911301 -1.530875 1.27 -1.16 0.83 -0.207
C -0.464625 3.363420 -1.225345 1.62 -1.34 2.56 0.032
H 4.620469 1.651083 -3.060314 -0.16 0.18 -0.02 0.036
H 2.930916 2.266013 -2.888214 0.55 -0.87 -0.33 0.056
H 3.516526 1.568549 -4.439879 0.08 -0.02 0.40 0.041
H 2.260378 -1.635418 -4.605009 0.01 -0.07 -0.35 0.047
H 1.296557 -0.154810 -4.519477 -0.32 0.34 -0.23 0.031
H 0.970238 -1.559601 -3.449068 0.58 0.44 -0.55 -0.002
H 4.834171 -1.728822 -3.645473 -0.19 0.18 0.05 0.054
H 4.022845 -2.428359 -2.273522 -0.02 -0.09 0.14 0.017
H 5.283157 -1.202502 -2.034472 -0.45 -0.01 -0.16 0.043
H 4.613807 -0.013467 -0.174529 -0.32 0.86 -0.09 0.112
H 5.727796 1.993795 0.858132 -0.21 -0.09 0.09 0.106
H 4.622230 4.088737 1.102202 -0.44 0.07 -0.06 0.107
H 2.100400 4.294242 0.655832 0.37 -0.77 -0.14 0.133
H -2.592077 0.954231 1.065218 -1.33 0.21 0.68 0.101
H -4.786419 1.250389 -0.163591 0.55 0.59 -0.18 0.132
H -4.857202 2.935710 -1.886412 -0.21 -0.21 0.28 0.112
H -3.304157 4.533523 -2.353251 0.05 -0.09 -0.16 0.128
H 0.053188 4.317447 -1.136759 -0.39 -0.23 0.19 0.135
C -0.062597 -2.893227 5.465639 -0.07 -0.35 -0.09 0.013
C 0.828659 -2.020583 4.633646 0.19 -1.26 -0.70 -0.227
C 1.305169 -0.817031 5.055862 0.10 1.37 0.08 0.040
C 1.993140 0.015448 4.150341 0.85 -0.61 -1.10 -0.221
N 2.223672 -0.344438 2.835976 -0.72 -0.01 2.22 0.168
C 1.797682 -1.535577 2.521242 -0.93 -0.66 -2.03 -0.626
S 1.770905 -2.155195 0.844755 0.80 -0.84 1.17 0.686
N 1.206935 -2.435293 3.375394 0.23 2.57 1.47 0.129
C 2.617023 1.307902 4.539750 0.44 -0.83 1.85 0.002
H -0.458510 -2.261569 6.265317 -0.14 -0.34 -0.12 0.096
H 0.472380 -3.740290 5.915179 0.15 0.31 -0.04 0.104
H -0.881583 -3.369183 4.887761 0.39 0.61 0.17 0.096
H 1.115957 -0.415932 6.062695 -0.07 -0.46 -0.56 0.147
H 0.867316 -3.272438 2.968989 -0.43 -0.88 -0.40 0.120
H 3.113041 1.680779 3.684036 0.76 0.52 -0.70 0.062
H 3.330181 1.140601 5.427711 -0.93 0.24 -1.38 0.135
H 1.890689 2.034496 4.866469 -0.43 0.21 0.17 0.080
C 2.332788 -4.835242 -1.797623 0.17 -1.97 2.06 -0.175
Si 0.548376 -4.549032 -1.354699 0.42 0.06 -0.86 0.304
C -0.407875 -5.548139 -2.610064 -0.94 -0.50 -0.01 -0.167
C 0.274960 -5.237700 0.336925 -0.55 0.01 1.41 -0.193
O 0.251690 -2.886498 -1.542745 0.42 -0.87 0.03 -0.542
H 2.506236 -5.915893 -2.096270 -0.18 1.15 0.50 0.069
H 2.982669 -4.589792 -0.926493 -0.22 -0.23 -0.58 0.035
H 2.622245 -4.252321 -2.599020 0.66 1.30 -1.86 -0.020
H -0.968156 -6.430874 -2.195556 0.47 0.92 -0.13 0.047
H 0.255868 -5.979006 -3.379910 -0.27 0.48 0.17 0.036
H -1.155136 -4.877350 -3.062283 0.16 -0.37 -0.21 0.025
H -0.090030 -6.285863 0.332117 0.07 0.64 -0.13 0.048
H -0.401653 -4.619245 0.966696 0.01 -0.40 -0.49 0.017
H 1.208456 -5.235492 0.904261 0.16 -0.05 -0.16 0.012
```
Forces are in eV/Å.

**HOMO (spin up / spin down)**: -0.34024 / -0.34073 Eh
**Calculated total energy**: -85643.3720 eV
**E_LUMO (spin up / spin down)**: -3.516 / -3.486 eV
**2S+1**: 3
**<S²>**: 2.0133
**Charge**: +1


C31H29CrO5 | wB97M-V/def2-TZVPD

Geometry as XYZ:
```
66
Properties=species:S:1:pos:R:3:forces:R:3:lowdin_charge:R:1
C -1.870697 -0.148583 -5.109800 -0.19 -0.10 -0.05 -0.040
C -0.691309 -0.812370 -4.457501 -0.01 -0.02 0.06 -0.143
O -0.897761 -0.680284 -2.975635 1.55 -0.48 1.19 -0.005
C 0.088713 -1.202682 -2.223743 -2.76 -1.86 -1.54 -0.295
C 1.162757 -0.530064 -1.715023 1.24 0.55 -0.32 0.086
C 2.236875 -1.385636 -1.243711 1.63 0.46 0.85 -0.021
O 0.099832 -2.511104 -1.947744 -0.80 1.91 -0.30 0.040
C -1.166447 -3.218461 -2.100314 -0.34 -0.52 -0.30 -0.161
C -0.912842 -4.669984 -1.813380 -0.03 -0.31 -0.06 -0.042
H -1.739862 -0.151706 -6.195212 0.05 -0.04 0.11 0.102
H -2.784899 -0.701621 -4.880661 0.05 0.15 -0.02 0.094
H -1.976654 0.888446 -4.780411 0.07 -0.19 0.00 0.069
H -0.639326 -1.890168 -4.659383 0.09 0.31 -0.14 0.125
H 0.256776 -0.320685 -4.713142 -0.19 -0.16 0.19 0.138
H 1.294926 0.523977 -1.914876 -0.22 0.06 0.17 0.118
H 3.114875 -0.768240 -1.021583 -0.07 -0.26 -0.11 0.105
H 1.999443 -1.916493 -0.308430 -0.11 -0.01 -0.45 0.094
H 2.486882 -2.134822 -2.016467 -0.05 0.17 0.38 0.131
H -1.875902 -2.795757 -1.374717 0.21 0.10 -0.34 0.144
H -1.524188 -3.080373 -3.129111 -0.04 0.05 0.44 0.127
H -1.873516 -5.181816 -1.808550 -0.06 -0.06 0.00 0.097
H -0.302114 -5.141040 -2.582844 0.06 0.08 0.02 0.095
H -0.447584 -4.833451 -0.842388 0.01 0.11 0.02 0.082
O -0.849566 -4.113009 2.314638 -0.62 3.10 1.95 0.179
C -0.948080 -3.116701 2.909030 0.64 -3.31 -2.50 -0.058
Cr -0.783279 -1.462831 3.832333 0.94 -2.85 0.62 0.258
C 0.629058 -1.226645 2.614635 2.94 0.23 -2.83 -0.092
O 1.513056 -1.186628 1.851840 -2.73 -0.08 2.51 0.160
C 0.584236 -2.291635 4.859959 4.43 -2.32 1.73 -0.039
O 1.507470 -2.847072 5.309316 -3.64 2.13 -1.40 0.205
C -2.418548 -1.374583 5.262842 -1.04 0.27 0.72 -0.070
C -2.950473 -1.344955 3.966982 -0.51 -0.44 0.38 -0.077
C -2.461600 -0.432654 3.032222 -0.40 1.00 -1.37 -0.067
C -1.464782 0.503749 3.380609 0.37 0.77 -0.98 -0.256
C -0.782408 1.208962 2.306575 0.01 0.16 -0.19 0.069
C -0.135434 1.590822 1.336809 -0.98 -0.27 1.29 0.008
C 0.595801 2.111055 0.262870 0.26 0.85 0.15 -0.115
C 2.011853 2.351492 0.533358 0.61 -0.22 0.67 -0.157
C 2.435950 2.334478 1.895501 0.22 -0.20 -0.09 -0.022
C 3.778999 2.427270 2.257194 -0.19 0.20 -0.27 -0.054
C 4.754917 2.601542 1.264512 -0.24 0.04 0.03 -0.051
C 4.354703 2.694200 -0.072792 -0.06 0.08 0.22 -0.056
C 3.015479 2.562129 -0.432750 0.13 -0.04 0.14 -0.032
C -0.181895 2.565093 -0.876686 -0.93 0.03 -0.44 -0.169
C -1.597814 2.638565 -0.728459 0.00 -0.20 -0.20 -0.012
C -2.440117 2.931380 -1.798970 0.21 0.12 0.06 -0.052
C -1.897892 3.162931 -3.070021 0.09 -0.06 0.19 -0.072
C -0.506682 3.154752 -3.225660 -0.20 0.28 0.10 -0.065
C 0.332602 2.923805 -2.141904 -0.12 -0.13 -0.05 -0.039
C -0.939770 0.466751 4.694127 0.60 1.52 -0.17 -0.055
C -1.435212 -0.444238 5.632192 -0.18 -0.10 0.61 -0.073
H -2.761080 -2.125983 5.979613 0.16 0.27 -0.29 0.157
H -3.715765 -2.059090 3.663432 0.28 0.10 0.13 0.154
H -2.794371 -0.445413 1.991461 -0.04 -0.03 0.47 0.156
H 1.675763 2.252800 2.676607 0.37 0.01 -0.26 0.105
H 4.060951 2.411046 3.316277 -0.12 -0.01 -0.49 0.116
H 5.808228 2.697202 1.538116 -0.37 -0.03 -0.13 0.118
H 5.087640 2.906703 -0.849884 -0.13 -0.17 0.20 0.117
H 2.771672 2.626985 -1.481766 0.20 -0.09 0.16 0.080
H -2.024253 2.476710 0.265905 0.08 0.05 -0.48 0.108
H -3.519696 3.015583 -1.634665 0.46 -0.08 -0.08 0.118
H -2.549198 3.394167 -3.916335 0.23 -0.09 0.29 0.118
H -0.060715 3.394992 -4.191649 -0.16 -0.03 0.25 0.119
H 1.392031 3.053157 -2.295322 -0.20 -0.11 -0.11 0.085
H -0.109417 1.134231 4.940140 -0.41 -0.22 0.02 0.160
H -1.020336 -0.458203 6.642392 -0.07 -0.07 -0.37 0.157
```
Forces are in eV/Å.

**HOMO (spin up / spin down)**: -0.44810 / -0.50815 Eh
**Calculated total energy**: -71256.4598 eV
**E_LUMO (spin up / spin down)**: -5.584 / -8.616 eV
**2S+1**: 4
**<S²>**: 3.8099
**Charge**: +2